The following is a quantum chemistry calculation of C18H32AlBr4F7LiO13PS2 as an isolated structure, from OMol25.

```
! RIJCOSX wB97M-V def2-TZVPD def2/J DEFGRID3
* xyz -2 1
O 4.45968 2.39920 -4.15863
C 4.60286 3.55286 -4.52972
O 5.44342 4.05186 -5.37999
P 3.48546 4.93646 -3.84921
C 2.41501 6.44891 -3.42823
C 1.07733 6.43787 -4.14517
C 0.37781 5.15922 -3.68405
S 0.47818 5.23645 -1.84111
H 2.60627 4.01717 -3.22228
H 4.56020 5.46307 -3.08710
H 3.43742 5.33884 -5.28597
H 2.26450 6.57192 -2.36580
H 3.02521 7.29978 -3.73388
H 1.19030 6.50359 -5.22572
H 0.43001 7.27128 -3.88329
H -0.67856 5.12523 -3.91708
H 0.83785 4.28168 -4.11467
H 1.52689 4.42193 -1.61702
Li 4.97145 5.67043 -5.76579
Al -0.01293 2.94221 -0.63377
C 0.51840 -0.26711 2.55839
C 0.25977 -1.04185 1.28128
C 1.12467 -2.28329 1.18147
O 0.49631 -0.19479 0.12630
H 1.56395 0.06039 2.59177
H -0.11034 0.62443 2.59834
H 0.30794 -0.85831 3.45280
H -0.79128 -1.31802 1.22630
H 2.18296 -2.00628 1.19040
H 0.92919 -2.81505 0.24617
H 0.95809 -2.97888 2.01080
H 1.42756 0.05402 0.14963
C 1.25529 -0.62409 -4.22423
C -0.00104 -0.61096 -3.38212
O -1.12903 -0.08766 -4.12868
C -1.71717 -0.91570 -4.96657
O -1.43799 -2.05370 -5.19407
C -2.90730 -0.19638 -5.63651
F -2.55875 1.02441 -6.06098
F -3.91153 -0.06193 -4.76513
F -3.34441 -0.89023 -6.67984
H 1.46017 0.36951 -4.62462
H 2.10367 -0.93863 -3.61925
H 1.15698 -1.30814 -5.06656
H 0.12190 0.05738 -2.53576
H -0.23428 -1.59830 -2.99051
C -0.97259 -8.33377 3.31226
C -1.93140 -7.73154 4.31864
O -1.59424 -6.34867 4.56798
C -1.98859 -5.47357 3.66589
O -2.59696 -5.68850 2.65767
C -1.55515 -4.05401 4.09235
F -0.25962 -4.05522 4.49319
F -2.27783 -3.60112 5.08960
F -1.66371 -3.22954 3.05523
H 0.06032 -8.20950 3.64277
H -1.18166 -9.39703 3.19209
H -1.06908 -7.84962 2.34091
H -1.84473 -8.22981 5.28011
H -2.97035 -7.82179 4.00335
C -5.50781 -5.60964 5.34677
C -5.13887 -7.10936 5.56277
O -4.72373 -7.40154 6.70140
O -5.29173 -7.83832 4.56164
H -5.34427 -5.03070 6.25251
H -4.89434 -5.20086 4.54416
H -6.55577 -5.53880 5.05451
Br 2.28531 -4.09861 3.89039
F -0.94227 -1.37517 5.12651
O 3.21377 4.60851 -1.14883
S 3.17110 5.13414 0.23331
O 1.74852 5.18910 0.66509
O 3.75547 6.49058 0.28118
O 3.91292 4.25296 1.15678
C -0.48021 6.28679 3.53338
Br -0.25526 7.85748 2.44689
Br -1.40048 4.89019 2.58076
Br 1.18395 5.68460 4.26654
H -1.11285 6.56147 4.36179
*
```

The largest force on an atom is 0.04077 Eh/bohr. The HOMO energy is -3.64 eV. Its HOMO-LUMO gap is 1.4 eV. The calculation puts the total energy at -14065.7795 a.u.